Record 1
A 11-piece molecular cluster, C52H94F6N16O4P overall at a distorted geometry. Source: OMol25; level of theory: the ωB97M-V functional and the def2-TZVPD basis.

Structure (XYZ):
```
173
Properties=species:S:1:pos:R:3
P 9.205 10.752 -0.422
F 9.762 10.245 1.007
F 8.625 11.062 -1.966
F 9.877 9.391 -1.007
F 10.551 11.609 -0.826
F 8.454 12.114 0.182
F 8.042 9.738 0.043
O 12.033 5.021 -3.351
O 10.822 10.230 -7.087
O 12.871 6.937 -3.026
O 10.643 12.258 -6.414
N 11.506 4.509 0.849
N 6.374 11.419 3.714
N 11.734 6.696 0.535
N 6.396 10.045 5.515
N 10.733 15.486 -4.365
N 6.833 6.988 -5.474
N 13.423 14.701 1.513
N 14.144 9.216 7.624
N 11.433 15.632 1.082
N 6.015 12.057 -4.132
N 15.005 11.385 -1.889
N 13.127 9.848 5.719
N 9.614 17.390 -4.773
N 6.923 7.346 -3.263
N 13.703 10.185 -3.338
N 5.169 11.184 -2.267
C 6.617 12.954 -5.090
C 5.982 12.525 2.733
C 9.788 15.178 -5.313
C 5.276 11.010 -4.527
C 7.705 8.029 -5.267
C 10.296 16.503 1.001
C 5.665 11.013 4.785
C 14.382 9.043 9.105
C 10.362 11.065 -6.291
C 7.474 10.616 3.629
C 6.032 12.109 -2.747
C 10.396 5.129 1.374
C 9.230 18.784 -4.643
C 10.893 13.727 -2.698
C 13.196 9.603 -4.544
C 12.749 15.916 1.339
C 14.368 9.309 5.407
C 12.903 10.531 -2.223
C 5.968 9.365 6.708
C 9.626 10.613 -5.080
C 11.924 3.117 0.946
C 9.161 16.410 -5.639
C 14.823 14.483 1.785
C 12.086 10.236 4.788
C 12.990 9.797 7.085
C 11.302 14.241 1.025
C 9.424 16.529 2.238
C 7.630 6.836 -0.900
C 12.239 8.050 0.139
C 12.505 13.689 1.237
C 11.415 9.129 4.140
C 4.792 10.417 -3.392
C 10.511 16.773 -3.930
C 16.016 13.676 -1.648
C 14.947 10.791 -3.162
C 4.558 13.131 2.921
C 4.666 11.037 -0.936
C 6.596 7.364 -1.804
C 11.891 6.219 -3.186
C 11.683 14.571 -3.714
C 13.724 11.226 -1.278
C 10.472 6.766 -3.188
C 6.418 6.515 -4.232
C 7.542 9.845 4.773
C 16.149 12.127 -1.377
C 6.338 6.536 -6.773
C 3.358 10.144 -0.849
C 15.009 8.880 6.585
C 10.492 6.499 1.117
C 12.324 5.506 0.323
C 7.757 8.188 -3.899
C 12.135 2.557 -0.460
H 7.067 6.807 -7.537
H 10.124 13.127 -3.184
H 12.920 10.270 -5.361
H 9.660 4.557 1.919
H 14.882 13.958 2.739
H 16.771 14.152 -1.023
H 9.990 16.553 3.168
H 5.699 5.717 -4.124
H 10.794 17.459 0.838
H 5.714 6.760 -1.592
H 17.076 11.671 -1.724
H 5.304 10.678 -5.554
H 4.432 12.012 -0.508
H 3.800 12.349 2.868
H 12.798 3.173 1.595
H 9.934 9.570 -4.998
H 8.544 16.771 -6.448
H 12.597 15.101 -3.444
H 11.583 13.039 -2.207
H 11.379 10.955 5.199
H 10.418 14.262 -1.876
H 13.311 8.080 0.334
H 4.259 9.498 -3.198
H 3.481 9.065 -0.943
H 11.214 2.361 -1.010
H 6.314 8.358 -1.458
H 2.876 10.349 0.106
H 13.416 9.011 9.608
H 11.583 8.791 0.595
H 2.592 10.427 -1.570
H 13.964 8.949 -4.957
H 4.494 13.639 3.883
H 4.379 13.792 2.073
H 12.175 8.113 -0.947
H 15.985 8.442 6.737
H 6.862 8.819 7.011
H 15.501 15.336 1.807
H 9.685 16.407 0.104
H 13.126 16.919 1.481
H 7.968 5.846 -1.206
H 8.381 8.858 -3.327
H 16.162 11.871 -0.317
H 12.778 3.204 -1.057
H 12.295 9.018 -4.359
H 5.689 9.954 7.582
H 8.252 9.131 5.163
H 6.058 12.172 1.704
H 12.551 1.571 -0.252
H 9.738 14.177 -5.715
H 8.551 10.757 -5.194
H 12.602 10.791 4.004
H 8.739 15.681 2.213
H 5.439 7.111 -6.992
H 6.619 12.771 -2.128
H 10.310 13.815 1.056
H 10.518 9.435 3.602
H 14.831 8.056 9.210
H 5.983 13.115 -5.962
H 16.284 13.944 -2.670
H 12.048 13.807 -4.400
H 15.093 14.162 -1.332
H 11.958 8.537 3.403
H 10.041 10.877 -4.108
H 9.957 7.358 1.493
H 15.773 10.678 -3.849
H 12.101 10.078 7.628
H 11.145 2.538 1.442
H 13.284 5.338 -0.143
H 8.136 10.779 2.792
H 12.826 12.661 1.322
H 14.989 9.837 9.542
H 6.677 13.354 2.860
H 9.407 19.281 -5.597
H 11.061 8.383 4.852
H 7.588 12.611 -5.448
H 8.903 17.486 2.269
H 6.117 5.471 -6.854
H 14.672 9.180 4.378
H 4.657 11.333 5.002
H 15.143 13.754 1.042
H 9.925 19.204 -3.916
H 10.446 7.781 -2.792
H 8.193 18.832 -4.311
H 10.153 6.724 -4.229
H 11.860 10.253 -2.275
H 6.844 13.824 -4.474
H 5.229 8.643 6.362
H 8.154 8.613 -6.057
H 13.539 11.674 -0.312
H 7.258 6.660 0.109
H 11.025 17.236 -3.101
H 5.514 10.559 -0.447
H 8.524 7.445 -0.762
H 9.809 6.243 -2.498
```

Properties
2S+1 = 2
E = -113016.0918 eV
expectation value of S² = 0.755
net charge = +6
Kohn-Sham gap (alpha / beta) = 0.210 / 0.120 hartree

---

Record 2
A 14-piece molecular cluster, C52H96O42 overall at a distorted geometry. Source: OMol25; level of theory: the ωB97M-V functional and the def2-TZVPD basis.

Structure (XYZ):
```
190
Properties=species:S:1:pos:R:3
O 3.399 -2.152 -4.514
O -0.430 -4.500 -3.783
O -1.545 4.552 6.186
O -2.278 3.825 4.154
O -4.158 4.037 -2.540
O 0.232 -0.614 -0.146
O 2.391 0.793 3.385
O 4.394 3.427 0.900
O -0.357 -4.205 4.763
O -0.866 5.390 4.131
O 2.850 -4.331 -4.617
O -6.076 -0.157 3.424
O 1.567 7.363 1.272
O 5.459 -7.384 -1.052
O -6.282 -2.293 2.574
O 2.376 3.029 3.666
O 2.382 8.980 2.319
O -1.467 -4.561 -5.740
O -1.794 0.818 -5.623
O -3.552 2.603 -0.164
O 2.457 -3.166 -2.821
O -2.769 -3.817 -0.730
O -0.988 -6.173 4.009
O -3.588 -4.549 -2.652
O -0.731 -1.737 1.589
O 3.696 -8.858 -0.751
O -2.473 -2.552 -2.629
O 5.515 4.811 2.326
O -0.679 2.543 -4.659
O -5.576 4.920 -4.262
O -0.159 1.609 -6.726
O -6.149 4.448 -2.113
O -0.702 -6.492 -4.832
O 6.687 3.095 1.193
O 0.191 8.571 2.617
O 0.763 -2.787 0.093
O -4.264 -1.150 2.997
O 4.759 -7.593 0.939
O 1.170 -6.067 4.955
O -3.618 4.073 1.436
O -1.855 4.147 0.096
O 4.276 1.852 3.835
C -7.429 0.024 3.488
C 5.466 -7.659 -2.466
C 0.564 -3.243 5.208
C -4.792 2.295 0.501
C 1.123 2.223 -6.906
C -1.383 1.628 3.616
C -3.490 -2.236 2.581
C 3.144 -1.093 2.220
C 2.955 1.966 3.773
C 3.294 -0.258 3.519
C 2.898 -6.553 2.071
C -3.371 -5.139 -0.472
C -0.912 1.790 -5.623
C -1.565 4.612 4.945
C 4.210 2.152 0.244
C 2.355 10.364 2.792
C -2.939 -3.535 -2.066
C -5.583 -1.278 2.905
C -2.906 4.133 -3.257
C -3.815 -5.673 -1.794
C 4.628 0.485 3.625
C -5.272 4.457 -3.126
C 1.351 5.419 0.038
C -2.916 3.614 0.386
C -0.448 -2.389 -6.206
C 4.214 2.277 -1.311
C -0.818 -7.463 3.447
C 2.556 -1.838 -2.444
C 0.089 -5.549 4.562
C 0.174 1.631 -0.880
C 3.853 -7.810 2.027
C 2.546 0.138 -4.054
C 0.130 -5.147 -2.588
C 1.443 2.228 -8.372
C -2.457 2.442 4.449
C 0.212 6.061 4.720
C 5.645 3.701 1.447
C -2.474 0.518 -4.513
C -7.391 5.169 -2.129
C -0.029 -1.697 0.594
C 0.553 6.427 0.814
C 4.283 5.550 2.505
C 4.544 -8.055 -0.329
C -0.848 -5.246 -4.809
C 1.295 8.341 2.127
C -4.831 3.390 1.519
C 3.277 -1.139 -3.615
C 0.095 -1.789 4.963
C 2.965 -3.309 -3.997
C 0.585 -4.048 0.788
C -1.653 -3.135 -5.717
C -0.225 0.646 0.207
H 4.998 2.932 -1.691
H 1.217 3.167 -8.878
H -0.585 1.509 -1.652
H 1.034 6.161 4.011
H -0.474 -4.229 0.971
H 3.469 -5.671 1.780
H 3.230 -8.698 1.921
H -0.107 7.015 5.140
H -7.663 0.998 3.917
H 5.178 0.375 2.690
H -2.596 2.121 5.481
H -1.611 1.668 2.551
H 2.062 5.822 -0.684
H 2.419 -1.903 2.286
H -5.022 2.959 2.502
H -7.521 5.817 -2.996
H -0.485 -8.203 4.175
H -0.428 2.130 3.771
H 0.533 -4.421 -1.882
H 4.304 -0.830 -3.422
H -0.159 6.961 0.186
H 5.997 -8.588 -2.673
H -2.543 -2.367 3.106
H 3.299 2.713 -1.710
H 1.049 1.297 -1.438
H 3.082 -0.807 4.436
H 0.001 6.036 1.669
H 3.152 0.622 -4.819
H -4.231 -5.128 0.198
H 4.645 -7.498 -3.165
H -2.071 3.740 -2.677
H 0.966 1.392 -8.883
H -0.967 -1.546 5.011
H -7.661 5.572 -1.153
H 0.224 2.683 -0.601
H 1.872 1.612 -6.401
H -1.943 -2.756 -4.737
H 0.922 -5.844 -2.861
H 2.029 10.518 3.821
H 4.477 6.466 3.065
H -1.204 0.610 3.961
H -2.662 -5.813 0.009
H 0.536 -1.554 3.995
H 2.450 0.879 -3.260
H -3.264 -2.184 1.516
H -1.296 0.726 0.392
H 2.514 2.047 -8.466
H 3.609 5.016 3.174
H -2.848 3.507 -4.147
H -7.983 -0.805 3.930
H 4.357 -7.858 2.992
H 0.823 -3.434 6.249
H 1.935 4.697 0.609
H 1.643 10.929 2.191
H 5.163 0.111 4.498
H -2.710 5.165 -3.547
H 0.754 4.838 -0.665
H 0.146 0.892 1.202
H -3.272 -6.601 -1.974
H -2.967 -0.408 -4.808
H -0.018 -2.569 -7.191
H 0.414 -2.561 -5.562
H -1.827 0.152 -3.716
H 3.029 -0.631 1.239
H 6.093 -6.803 -2.714
H 3.343 10.811 2.677
H -0.596 -5.764 -2.058
H 1.472 -3.526 4.674
H -0.624 -1.320 -6.090
H 0.931 -3.990 1.820
H 1.164 -4.842 0.316
H 4.014 -1.732 2.069
H 1.095 3.205 -6.434
H 1.534 -0.103 -4.381
H -3.135 1.346 -4.257
H 0.686 -1.127 5.597
H 4.452 1.328 -1.793
H -8.150 4.397 -2.255
H -4.724 1.326 0.996
H -7.679 0.074 2.428
H 1.554 -1.436 -2.290
H -2.433 -2.871 -6.432
H 2.413 -6.345 3.025
H -3.495 2.123 4.351
H -0.076 -7.298 2.666
H -4.836 -6.047 -1.725
H 4.865 1.347 0.577
H -1.728 -7.796 2.949
H -4.130 -3.106 2.732
H 3.675 5.566 1.601
H -5.566 4.169 1.315
H 0.663 5.503 5.541
H 2.106 -6.758 1.351
H -5.670 2.416 -0.132
H 3.083 -1.725 -1.497
H 3.180 1.878 0.470
```

Properties
E = -141470.4799 eV
relative energy (zero: lowest compared OMol25 entry of this formula, charge and spin) = 57.2 kcal per mole
net charge = 0
Kohn-Sham gap = 0.374 hartree